# 1
Density functional theory data (ωB97M-V/def2-TZVPD) for a cluster of 2 separate species, C33H31N2OS in total at a distorted geometry.

The geometry in XYZ format:
```
68
Properties=species:S:1:pos:R:3
H -3.108 -1.219 2.456
C 1.063 2.548 -1.486
H -2.886 -4.243 0.328
C 1.221 -1.470 0.551
C -0.937 1.365 -0.702
H -5.620 2.544 1.524
C -0.759 0.713 -3.210
C -2.426 -2.093 0.585
C -3.601 0.870 -3.165
C 3.773 -1.516 0.668
H 3.492 5.705 -1.118
H -4.059 -0.732 1.025
H -4.686 0.975 -3.127
C 3.173 -2.719 1.032
H -3.590 3.151 2.808
C 0.969 -3.841 1.226
H -2.444 -0.071 1.294
C -4.536 1.840 -0.211
C 2.135 3.379 -1.226
H 0.326 0.629 -3.236
C 5.155 -1.363 0.792
C -2.918 0.593 -4.353
H -3.306 -3.559 1.923
H 1.431 -4.704 0.738
H -1.004 0.449 -5.342
H -4.304 -3.212 0.503
H -0.972 -2.163 2.121
H -1.318 2.743 1.863
C 1.933 2.856 1.160
C -3.050 -0.968 1.387
C 5.308 -3.668 1.556
N -0.055 -1.190 0.492
C 4.258 5.011 -0.729
C -2.089 1.797 0.077
H 5.608 -0.403 0.549
C 2.600 3.525 0.104
N 1.780 -2.667 0.930
H 0.966 -4.020 2.309
H 0.377 1.493 1.685
C -2.207 2.442 1.311
C -3.270 -3.356 0.843
H 5.113 5.565 -0.336
H 2.304 2.981 2.177
H 7.004 -2.340 1.355
H 2.626 3.902 -2.053
C -0.424 -3.632 0.716
C 0.373 1.879 -0.448
H -0.444 -3.806 -0.366
H -1.070 -4.381 1.178
S 2.561 -0.391 0.109
C -4.638 2.345 1.092
H -5.415 1.680 -0.838
C -1.509 0.576 -4.384
C -2.857 1.054 -2.007
C -1.424 0.949 -2.007
H 5.917 -4.510 1.888
O 3.707 4.268 0.399
H 3.431 -4.763 1.685
C 0.870 2.030 0.874
C 3.920 -3.816 1.452
H -2.463 -1.853 -0.493
H 4.586 4.322 -1.530
C -3.484 2.679 1.828
C 5.923 -2.448 1.245
H 0.673 2.512 -2.501
C -3.273 1.555 -0.705
C -0.948 -2.244 1.014
H -3.480 0.438 -5.279
```

As for the net charge: +1. For the total energy, the calculation gives -1858.80747 a.u.

---

# 2
Density functional theory data (ωB97M-V/def2-TZVPD) for a structure of composition C33H31N9OPtS2 at a distorted geometry.

The geometry in XYZ format:
```
77
Properties=species:S:1:pos:R:3
H -4.491 1.284 -3.477
N 4.632 -0.232 1.957
H -1.866 5.101 3.963
H -2.824 4.583 -1.863
N -0.362 1.339 2.075
C 2.025 -0.283 -1.910
H 1.570 -0.316 5.284
H 2.975 -0.322 -3.817
H -3.852 3.330 -2.552
N 2.261 -0.109 2.121
C -2.079 -2.719 3.716
H -1.843 0.256 -4.645
S -0.557 1.413 -0.679
H -1.020 -4.388 2.883
C -2.924 3.508 -2.010
N -1.746 1.527 -2.989
Pt 0.554 -0.003 0.846
H -0.126 -3.958 -0.585
H -2.057 -2.326 -4.030
H -2.261 -4.597 -4.993
H -1.383 -6.543 -3.753
C 0.724 3.521 1.493
H -0.228 6.514 2.776
H -3.000 3.034 -1.031
C 0.699 4.878 1.731
C -1.244 0.642 -2.133
H 1.415 5.519 1.235
N -1.333 -0.632 -2.466
C 2.419 -0.194 3.489
C 4.525 -0.106 -0.819
C 3.384 -0.146 -0.044
C 4.675 -0.252 3.315
H 5.266 -0.127 -2.833
S -2.132 2.062 3.756
C -0.311 -2.547 2.058
C -0.215 2.728 2.150
C -1.413 -0.567 2.915
H -3.813 -0.330 -3.203
C -1.157 4.664 3.272
H -2.951 -0.874 4.394
C -1.298 -5.550 -3.331
C -2.455 1.033 -4.193
C -1.722 2.985 -2.784
C -0.697 -5.376 -2.089
H 5.951 -0.324 4.883
C -1.307 0.877 2.867
C -0.931 -1.644 -1.679
C -3.852 0.508 -3.897
H 0.416 -3.017 1.409
C -1.133 3.292 3.034
C -0.237 5.446 2.608
H -4.310 0.163 -4.824
H 1.026 -0.362 -2.303
C -1.788 -4.456 -4.031
C -1.069 -3.002 -2.252
C 3.446 -0.164 1.440
H -2.499 1.876 -4.879
N 2.156 -0.208 -0.579
N 3.599 -0.241 4.089
O -0.468 -1.529 -0.513
C -1.675 -3.184 -3.495
H 0.442 -0.396 3.973
H 5.486 -0.058 -0.331
N 1.368 -0.205 4.304
H -0.792 3.253 -2.283
H -0.320 -6.232 -1.546
C 3.123 -0.262 -2.748
H -1.685 3.431 -3.775
H -2.701 -3.337 4.348
C -0.476 -1.184 2.085
C -2.226 -1.342 3.740
H 1.450 3.078 0.823
C 4.391 -0.156 -2.198
H 6.697 -0.327 3.307
C -1.129 -3.312 2.889
N 5.872 -0.297 3.880
C -0.586 -4.106 -1.552
```

As for the net charge: +2. For the total energy, the calculation gives -2759.45598 a.u.

---

# 3
Density functional theory data (ωB97M-V/def2-TZVPD) for a structure of composition C33H32AuN7O2PS2 at a distorted geometry.

The geometry in XYZ format:
```
78
Properties=species:S:1:pos:R:3
H 1.817 1.301 1.651
H 0.902 -1.886 4.037
C 3.701 0.756 -1.822
C 0.930 -3.611 0.232
H -4.837 0.457 -3.812
C -3.091 -0.397 -2.911
C -4.231 -0.432 -3.716
C 2.566 0.522 1.738
C -0.545 -5.493 0.501
H -1.030 6.600 1.533
P 0.390 -1.066 1.319
C -1.411 -4.715 1.259
C -1.611 0.078 2.854
H -1.784 -2.771 2.089
C 2.276 -0.881 -2.247
H 2.807 -2.869 1.838
H 3.752 2.541 -0.664
H -3.979 -3.696 -4.627
H -0.784 -6.531 0.300
H -0.361 -1.545 6.141
C -0.460 -0.701 2.864
H 4.209 1.873 2.027
H -2.925 3.768 1.545
H -3.224 0.858 4.037
H 1.823 -3.178 -0.195
C 3.901 0.837 1.942
C 0.078 -2.828 1.013
H -1.968 -3.489 -3.177
C 0.000 -1.283 4.045
C -4.548 -1.623 -4.331
C 2.164 -0.818 1.664
C -3.738 -2.752 -4.158
S -2.224 2.018 -2.954
N -0.039 -0.015 0.193
H -0.292 4.063 -2.635
C -1.106 -3.384 1.510
C -1.904 3.094 -1.601
H -5.445 -1.695 -4.937
N 4.413 -0.325 -1.804
N -2.617 0.663 -2.136
H 3.837 -2.267 -2.165
H 0.299 5.487 -0.678
H -2.431 -0.190 6.131
H 5.190 -2.292 2.105
H 5.896 0.069 2.183
H 1.491 2.160 -1.611
C -0.713 -1.096 5.219
H -3.505 2.327 -0.402
C -0.523 4.780 -0.611
C -0.843 3.989 -1.702
C 3.110 -1.830 1.822
H 1.287 -5.551 -0.612
C 4.454 -1.504 1.997
C -2.633 -2.651 -3.355
Au -0.905 -0.712 -1.406
C 4.850 -0.178 2.045
C 0.621 -4.940 -0.013
H -1.944 0.524 1.924
H 0.181 5.417 2.010
N -2.325 -1.495 -2.746
C -2.668 3.016 -0.446
H 5.275 2.092 -1.457
C -2.321 0.258 4.036
C -1.252 4.690 0.578
N 1.321 1.311 -2.126
S 0.921 -1.851 -2.621
O -3.334 2.460 -3.751
C 4.195 2.130 -1.574
C -1.875 -0.331 5.211
H -2.324 -5.142 1.658
O -0.966 1.840 -3.659
H -1.468 5.295 2.640
H 0.880 1.451 -3.028
N 2.384 0.455 -2.109
H 3.945 2.788 -2.410
C -0.874 5.543 1.761
C -2.336 3.816 0.636
N 3.525 -1.314 -2.078
```

As for the net charge: +1. For the total energy, the calculation gives -3083.62919 a.u.

---

# 4
Density functional theory data (ωB97M-V/def2-TZVPD) for a structure of composition C33H32B2F4FeN4O6S2Sb.

The geometry in XYZ format:
```
85
Properties=species:S:1:pos:R:3
H -3.389 2.069 -1.906
H -5.098 2.866 -0.314
O -1.590 -0.811 1.496
C 0.900 -4.674 4.417
H 0.815 7.386 -2.794
Fe 1.236 -1.106 0.962
H -2.096 4.978 1.894
H 1.923 -4.675 4.769
H 2.649 2.803 -3.249
S 1.760 -2.822 2.718
H -1.097 -3.125 2.093
F 3.612 0.889 -0.013
O -0.942 -2.516 -0.260
C -1.135 2.360 -5.064
H -2.518 -1.250 -5.165
C -2.369 4.333 1.068
C -1.400 3.891 0.182
C 3.744 -3.409 -1.409
C 1.179 -3.022 -0.961
C -3.696 3.962 0.884
B -1.801 -1.316 0.086
C -3.103 2.704 -1.076
H 1.283 2.610 3.994
C -0.132 0.461 2.715
C 2.243 3.802 -3.146
C 0.731 -4.116 -1.855
H -0.737 3.369 -5.047
C -1.779 3.084 -0.891
C 1.210 6.384 -2.887
C 2.620 -2.692 -0.760
F -3.083 -1.724 0.011
H -4.452 4.317 1.573
B 4.186 0.054 0.934
C -2.356 -6.342 5.248
H 1.513 1.192 5.010
H 1.084 -5.075 -1.468
Sb -0.315 2.423 -2.212
H -0.364 4.179 0.322
F 5.482 0.242 1.211
H 0.204 -6.124 5.829
N 0.378 -2.284 -0.265
H 4.376 -2.690 -1.935
C -1.361 -5.471 4.520
C -1.096 1.549 -3.933
N 2.817 -1.724 0.072
O -3.375 -6.843 4.539
H 3.114 7.034 -3.620
H -3.265 -6.716 3.590
C -2.129 -0.241 -5.132
H 3.402 -4.173 -2.099
S 1.045 0.885 -1.013
C 1.309 0.762 2.943
H -1.724 2.478 -7.118
C -1.734 -4.622 3.469
C -1.686 1.857 -6.233
O -2.233 -6.545 6.417
C 3.017 4.900 -3.482
C -1.587 0.248 -3.954
C -1.202 1.066 3.543
H -2.180 0.852 3.121
C 0.951 4.008 -2.671
N -0.348 -0.379 1.760
N 2.101 0.162 2.118
H -1.055 2.144 3.619
H -2.609 0.173 -7.178
H 1.165 -3.988 -2.848
C 0.424 5.294 -2.540
C 0.537 -3.807 3.350
H -1.558 -0.373 -3.069
H 4.025 4.756 -3.847
O 3.417 0.244 2.243
H -1.158 0.662 4.558
O 4.047 -1.386 0.419
C -0.044 -5.481 4.996
H 4.374 -3.864 -0.642
C -4.063 3.149 -0.179
C -0.805 -3.792 2.891
C -2.180 0.562 -6.264
H -0.584 5.450 -2.180
H -2.761 -4.589 3.127
F -1.456 -0.277 -0.801
H 2.850 1.768 3.996
C 2.501 6.183 -3.354
H -0.352 -4.137 -1.921
C 1.774 1.637 4.046
```

As for the net charge: +2. Its spin multiplicity is 6. For the total energy, the calculation gives -4696.30688 a.u. As for the expectation value of S²: 8.839.

---

# 5
Density functional theory data (ωB97M-V/def2-TZVPD) for a structure of composition C33H32BBrEuN8O4S3 at a distorted geometry.

The geometry in XYZ format:
```
83
Properties=species:S:1:pos:R:3
H -0.611 -1.754 0.699
C -2.465 -1.189 4.323
H 1.861 5.240 3.399
N 1.913 2.564 1.620
C 4.308 -2.431 -0.322
N 0.430 -1.331 -1.023
H 2.431 -0.027 1.190
H -0.406 6.620 0.623
C -0.868 1.755 -4.304
C 0.290 -3.535 -0.056
H -0.822 2.964 1.784
N 0.114 3.722 -0.656
H -4.192 -0.888 -1.938
C -4.732 -3.773 2.731
C 3.452 0.195 -0.710
O 6.158 -4.153 0.270
B -0.167 3.984 1.814
N 1.307 3.637 2.149
H 0.302 4.011 -2.723
H -4.789 0.317 -0.771
C 3.476 -1.828 0.604
H -4.014 1.529 -5.516
H 4.297 3.978 3.382
O -0.044 1.330 -2.161
C 4.737 -1.719 -1.427
C 0.138 4.468 -1.760
C -2.018 -3.281 3.004
H -0.128 6.648 -2.112
C 1.120 -1.895 -2.020
H 0.144 2.012 -4.595
H -5.793 -3.963 2.624
C -3.406 1.043 -3.526
Eu 0.389 1.305 -0.090
H 3.400 2.208 -0.393
H 1.367 -5.101 -1.078
N -2.609 0.552 1.013
C -3.950 -0.330 -1.038
H -1.738 -5.083 1.868
S -3.029 0.353 3.520
H -4.419 0.806 -3.227
C -2.375 0.961 -2.575
C -2.707 0.498 -1.231
C -2.455 -4.401 2.308
H 3.168 -2.406 1.466
N 2.910 1.515 -0.949
C 3.172 2.582 2.065
O 3.836 -4.711 0.811
H -0.067 -4.152 0.756
H -3.808 -1.022 -0.212
H -0.958 -3.081 3.111
H -5.005 -1.942 3.824
H -1.379 -1.139 4.371
C -4.296 -2.653 3.418
N -1.987 0.817 -0.195
S -0.261 0.074 2.344
C -1.948 0.353 2.095
C 1.057 -4.070 -1.073
C -3.811 -4.653 2.177
H -0.567 4.814 2.578
Br 1.584 -0.851 -3.534
H 5.391 -2.207 -2.137
N -0.124 4.551 0.372
H -1.703 2.117 -6.231
C -0.237 5.808 -0.064
H 3.870 1.800 1.806
H 3.032 1.751 -1.927
O 4.584 -4.700 -1.516
C 4.315 -0.416 -1.617
C -3.190 1.467 -4.817
C 2.165 4.336 2.898
C 3.388 3.690 2.883
C 3.051 -0.511 0.432
C -1.896 1.807 -5.211
C -1.063 1.359 -2.959
H 4.628 0.135 -2.496
C -2.934 -2.402 3.572
C -0.079 5.808 -1.441
H -2.882 -1.152 5.330
C 1.461 -3.232 -2.095
C 0.003 -2.188 -0.077
S 4.776 -4.175 -0.168
H 2.057 -3.613 -2.908
H -4.151 -5.530 1.641
```

As for the net charge: -1. Its spin multiplicity is 7. For the total energy, the calculation gives -6519.74657 a.u. As for the expectation value of S²: 12.009.

---

# 6
Density functional theory data (ωB97M-V/def2-TZVPD) for a structure of composition C33H32BEuN7O2PS2 at a distorted geometry.

The geometry in XYZ format:
```
79
Properties=species:S:1:pos:R:3
H 2.928 -5.290 4.757
H -2.898 6.383 -0.268
S -0.904 -2.864 0.141
O -1.385 -4.054 -0.515
H -2.627 -2.673 -5.955
C 2.926 2.482 -0.030
N 0.003 0.207 -4.585
C -2.528 4.388 -0.981
S 1.350 1.937 -2.206
H 0.853 -2.348 4.710
H 3.634 -0.678 0.990
C -0.714 1.323 2.837
C -1.734 0.737 3.585
N -2.023 -1.205 -3.065
H -4.024 -3.290 -4.670
H -2.483 0.261 5.531
C -0.588 1.266 5.622
C 1.510 -4.177 3.803
H -4.177 -1.496 -5.523
H 3.406 3.415 -0.299
C 0.034 -2.590 2.746
H 4.737 1.482 0.417
H -0.531 -1.670 2.755
H 4.312 -3.440 -3.250
O -1.904 -1.885 0.517
C 0.697 -4.573 1.570
C -1.676 0.711 4.965
H -3.474 5.593 -2.499
N -0.074 1.583 -5.012
C -2.506 5.406 -0.004
H -3.479 3.771 -4.172
C -0.023 -3.394 1.623
Eu -0.531 -0.029 -1.635
C -1.486 3.910 1.567
C -2.620 -1.705 -3.925
H 3.225 -4.998 -1.582
C -1.984 2.020 -1.624
N 1.739 -3.684 -1.105
H 0.646 -5.155 0.665
C 1.482 2.360 -0.313
C -3.061 3.604 -3.184
C -2.534 2.341 -2.868
N 2.185 -4.631 4.938
H 2.024 -5.889 2.618
H -2.577 1.585 -3.652
C 0.399 1.830 3.503
C 3.656 1.404 0.340
B -3.417 -2.336 -5.098
H -2.001 5.957 1.994
C 2.825 -4.010 -1.790
H 1.301 2.251 5.396
C 3.417 -3.165 -2.714
C 0.450 1.820 4.883
H -2.571 0.303 3.053
H 0.942 3.311 -0.248
C 1.461 -4.967 2.653
P -0.866 1.207 0.996
C 3.039 0.187 0.714
H -0.435 -0.361 -5.309
C 1.665 0.169 0.845
H 0.782 1.851 -5.503
H 1.215 2.238 2.920
H 2.449 -3.912 5.595
H 1.187 -0.675 1.347
N 1.673 -1.605 -2.296
C 0.800 -2.977 3.832
H 0.970 -0.105 -4.446
C 2.779 -1.950 -2.933
C -2.005 5.171 1.245
C -1.466 2.899 0.631
C 1.202 -2.483 -1.366
C 0.883 1.285 0.523
N 0.143 -2.022 -0.723
H -0.543 1.252 6.705
C -3.062 4.616 -2.263
H 3.159 -1.230 -3.651
H -1.088 3.751 2.559
C -1.996 3.101 -0.677
H -0.092 2.148 -4.154
```

As for the net charge: -2. Its spin multiplicity is 7. For the total energy, the calculation gives -3683.42938 a.u. As for the expectation value of S²: 12.024.

---

Across the entries above, energy above the lowest of the compared OMol25 structures with the same formula, charge and spin takes the values 6.92; 155.07; 152.57; 0.00; 47.01; 0.00 kJ/mol, respectively.